Entry 1:
{"formula": "C5H10O2", "method": "the ωB97M-V functional and the def2-TZVPD basis", "multiplicity": 1, "total_charge": 0, "e_homo_ev": -7.440, "relative_energy_kj_mol": 765.5, "total_energy_ev": -9435.1091, "elements": ["O", "C", "O", "C", "C", "C", "C", "H", "H", "H", "H", "H", "H", "H", "H", "H", "H"], "coordinates": [[2.95390, 0.28139, 1.27682], [3.36924, 0.00486, 0.09838], [2.59869, -0.04636, -0.90476], [-1.88081, 1.18792, -0.40362], [-2.21349, -0.04002, 0.08766], [-1.23178, -0.94357, 0.74031], [0.28915, -0.52677, 0.97806], [4.34375, -0.52826, 0.05584], [-2.46249, 1.84782, -1.00890], [-1.28625, 1.66669, 0.28569], [-0.65560, 0.44431, -2.28526], [-3.03268, -0.53750, -0.25394], [-1.08008, 0.45373, -2.83996], [-1.68169, -1.96462, 0.81123], [0.59333, 0.25415, 0.43556], [1.07666, -1.30287, 0.90316], [0.30014, -0.25089, 2.02371]]}

Entry 2:
{"formula": "C6H10O", "method": "the ωB97M-V functional and the def2-TZVPD basis", "multiplicity": 1, "total_charge": 0, "e_homo_ev": -7.240, "relative_energy_kj_mol": 416.2, "smiles": "CCCC1=C(C)O1", "total_energy_ev": -8426.9263, "elements": ["C", "C", "C", "C", "C", "C", "O", "H", "H", "H", "H", "H", "H", "H", "H", "H", "H"], "coordinates": [[-0.75133, 2.18804, -0.11365], [-0.85305, 1.48759, -1.40619], [-0.49550, -0.15360, -1.05322], [0.40428, -0.51687, 0.02561], [1.04250, -1.20613, 0.87366], [1.30906, -2.47702, 1.52900], [1.11244, 0.18963, 1.10374], [-1.02889, 3.24507, -0.15869], [0.20571, 2.17213, 0.40566], [-1.36020, 1.60493, 0.67233], [-1.76371, 1.40945, -1.96321], [-0.05317, 1.83686, -2.12665], [-1.49776, -0.69629, -0.79021], [-0.23816, -0.59701, -2.03697], [2.33637, -2.74552, 1.72501], [0.93188, -3.22291, 0.82277], [0.69953, -2.51834, 2.49100]]}

Entry 3:
{"formula": "C26H48ClN2O2", "method": "the ωB97M-V functional and the def2-TZVPD basis", "multiplicity": 1, "total_charge": 1, "e_homo_ev": -8.750, "relative_energy_kj_mol": 0.0, "total_energy_ev": -47313.8745, "elements": ["C", "N", "C", "C", "C", "C", "C", "C", "C", "C", "N", "C", "C", "C", "H", "H", "H", "H", "H", "H", "H", "H", "H", "H", "H", "H", "H", "H", "Cl", "C", "C", "C", "C", "C", "H", "H", "H", "H", "H", "H", "H", "H", "H", "H", "H", "H", "C", "C", "C", "C", "C", "H", "H", "H", "H", "H", "H", "H", "H", "H", "H", "H", "H", "C", "O", "C", "C", "O", "C", "H", "H", "H", "H", "H", "H", "H", "H", "H", "H"], "coordinates": [[4.56600, 13.27200, 51.01000], [5.39400, 14.31800, 50.38300], [6.69900, 14.44600, 50.92100], [7.64700, 15.11500, 50.15600], [7.18900, 15.75400, 48.83800], [5.73100, 15.49200, 48.32800], [4.99500, 14.78600, 49.15100], [8.08800, 16.53400, 48.02100], [9.38900, 16.88200, 48.49800], [10.40800, 17.35200, 47.65900], [10.13000, 17.63900, 46.29500], [8.94000, 17.35000, 45.78600], [7.89400, 16.76400, 46.62900], [10.85600, 18.63100, 45.55300], [4.85400, 12.15200, 50.78100], [3.61000, 13.59600, 50.93200], [4.72300, 13.35200, 52.18300], [7.03100, 13.91100, 51.77400], [8.61800, 15.05000, 50.45700], [5.15900, 15.71800, 47.46300], [4.01800, 14.53000, 48.92000], [9.57400, 16.75700, 49.63200], [11.49400, 17.64000, 48.06400], [8.68300, 17.61700, 44.91300], [6.99800, 16.56700, 46.23700], [10.46600, 19.56400, 46.01900], [10.68700, 18.56900, 44.37000], [12.00500, 18.56600, 45.63400], [6.40300, 15.85100, 43.43500], [3.22900, 11.27900, 47.08800], [4.01100, 12.58800, 47.14100], [5.37200, 12.70000, 46.39300], [5.38300, 12.72300, 45.06200], [6.67200, 12.39900, 44.35700], [4.05600, 10.55700, 46.98000], [2.77600, 11.30600, 46.12100], [2.77100, 11.01600, 48.05700], [4.24200, 12.59200, 48.15500], [3.46600, 13.44000, 47.11400], [6.08900, 11.77600, 46.79600], [5.56100, 13.70200, 46.70100], [4.70400, 13.58100, 44.68000], [4.67600, 11.69100, 44.75900], [6.92400, 11.43800, 44.76000], [7.17100, 13.29800, 44.65300], [6.38300, 12.32300, 43.21700], [8.86500, 14.82300, 43.48700], [9.62600, 14.15300, 44.62200], [8.95700, 12.87400, 45.08200], [9.57500, 12.33500, 46.13300], [9.26800, 10.89400, 46.45000], [8.89100, 14.06400, 42.60500], [9.38500, 15.67900, 42.99000], [7.90600, 15.28300, 43.54600], [9.63600, 14.84800, 45.30400], [10.62400, 13.85000, 44.24900], [8.95800, 12.26300, 44.20000], [7.98500, 13.15800, 45.35100], [9.25900, 12.73900, 46.98600], [10.62500, 12.51800, 46.10500], [9.68600, 10.15600, 45.74800], [8.22000, 10.55200, 46.66100], [9.59200, 10.64900, 47.43500], [3.65300, 14.76600, 45.37300], [3.04700, 15.05200, 46.58200], [1.61500, 15.02600, 46.36400], [1.13900, 15.23700, 47.66700], [1.53200, 14.07600, 48.37900], [0.70200, 13.69000, 49.46500], [4.73400, 14.89300, 45.46000], [3.47900, 15.24000, 44.58000], [3.21800, 13.76200, 45.13200], [1.07900, 14.18000, 45.95500], [1.27700, 15.88700, 45.67600], [0.10000, 15.30700, 47.53900], [1.37000, 16.28700, 48.09400], [-0.05400, 13.09400, 49.11600], [-0.06000, 14.50300, 49.74700], [1.22300, 13.24400, 50.26200]]}

Entry 4:
{"formula": "C11H15F3N2O13", "method": "the ωB97M-V functional and the def2-TZVPD basis", "multiplicity": 1, "total_charge": 0, "e_homo_ev": -11.183, "relative_energy_kj_mol": 0.0, "smiles": "O=C1OC[C@@H](F)O1.O=C1OC[C@@H](F)O1.O=C1OC[C@@H](F)O1.C[N+](=O)[O-].C[N+](=O)[O-]", "total_energy_ev": -49395.5298, "elements": ["O", "C", "O", "C", "C", "F", "O", "H", "H", "H", "O", "C", "O", "C", "C", "F", "O", "H", "H", "H", "O", "C", "O", "C", "C", "F", "O", "H", "H", "H", "C", "N", "O", "O", "H", "H", "H", "C", "N", "O", "O", "H", "H", "H"], "coordinates": [[-4.67852, 2.45098, -0.06935], [-4.58020, 1.28435, 0.08108], [-5.46032, 0.47436, 0.71416], [-4.78513, -0.76982, 0.95019], [-3.85841, -0.80545, -0.25467], [-4.52558, -1.22281, -1.36803], [-3.51476, 0.53688, -0.38220], [-4.21697, -0.72681, 1.87788], [-5.51604, -1.57289, 0.94799], [-2.97170, -1.41479, -0.10999], [1.19738, 4.03888, -0.04887], [1.61520, 3.79563, 1.02556], [2.19461, 2.62158, 1.38904], [2.29374, 2.60577, 2.80529], [2.26527, 4.07677, 3.16769], [3.53454, 4.62298, 3.21159], [1.58796, 4.64527, 2.09129], [1.41819, 2.12447, 3.26614], [3.13623, 1.99852, 3.12504], [1.79367, 4.29864, 4.11845], [1.19681, -2.84855, -1.75591], [1.23477, -3.28307, -0.65790], [0.64970, -4.42054, -0.22965], [0.78956, -4.47547, 1.18332], [2.01613, -3.61853, 1.41272], [3.16768, -4.34095, 1.18896], [1.89109, -2.67258, 0.39167], [-0.06780, -4.00707, 1.67304], [0.89080, -5.49511, 1.54236], [2.09486, -3.15626, 2.39162], [0.30976, 0.32760, -0.57510], [-0.47769, -0.19856, 0.57681], [-0.77262, 0.55872, 1.47071], [-0.75222, -1.39119, 0.57045], [-0.37012, 0.76440, -1.29843], [0.83218, -0.53229, -0.97444], [0.95377, 1.08686, -0.14478], [1.74342, 0.63683, -5.29782], [0.85855, 0.69528, -4.09720], [-0.05084, -0.10267, -4.01320], [1.10722, 1.56145, -3.28618], [1.49850, 1.50815, -5.89249], [1.57123, -0.30031, -5.81235], [2.75614, 0.64136, -4.90449]]}